C33H80BBr2IO11S11 | the ωB97M-V functional and the def2-TZVPD basis

**HOMO**: -8.0841 eV
**LUMO**: 0.00627 hartree
**Kohn-Sham gap**: 8.25 eV
**Max |F|**: 1.97 eV/A

Structure (ORCA input):
```
! RIJCOSX wB97M-V def2-TZVPD def2/J DEFGRID3
* xyz 0 1
H -4.47 -6.85 -0.51
H 4.33 11.19 0.80
O 9.16 9.15 -1.07
H -5.54 6.54 3.94
C -0.43 -9.67 1.79
O -1.52 -12.95 1.65
C 3.10 7.00 -4.57
H 2.58 10.88 0.59
C 1.32 1.70 3.07
H -6.17 5.55 -1.61
C -1.13 -1.47 1.63
H 1.95 -0.86 2.91
H -1.95 -3.39 1.94
H 7.99 6.49 -0.63
H 6.08 -0.71 -0.24
H -5.78 0.60 4.46
C 4.56 4.85 -3.95
C -1.91 -2.66 1.13
O 3.76 8.96 2.47
H -4.67 -3.09 4.11
H -1.55 -11.56 -0.94
S -8.19 6.04 -0.42
C 8.90 6.71 -0.07
C 1.54 2.79 0.62
S -0.61 -8.59 0.37
H -3.84 7.05 4.10
C -5.28 -2.19 4.20
H -9.24 7.82 -1.58
H 5.52 8.69 -0.62
C -5.86 0.30 3.41
H -1.50 -15.26 -0.01
H 7.23 -3.52 0.43
S -2.50 -13.15 0.54
H 5.40 5.42 -4.34
H 0.10 -9.14 2.58
H -1.17 1.85 2.17
H -6.31 -2.42 3.94
H -3.52 -6.14 -7.09
H -5.66 1.15 2.77
C -4.49 -6.50 -6.75
H 10.81 9.50 1.32
H -0.74 -13.14 -1.08
C 6.83 -2.99 1.30
H 1.26 -7.78 -0.84
S -4.27 -7.58 -5.33
C 1.15 -8.40 0.05
H -4.30 -4.71 -2.75
H 1.62 -7.91 0.90
H -4.42 5.60 4.95
S -4.63 -0.97 3.06
H 4.91 4.13 -3.22
H -3.72 7.27 1.53
H -2.91 -9.52 -5.44
C 2.75 5.02 1.28
O -1.18 -9.40 -0.75
H 10.48 7.88 1.99
H 1.24 4.72 -0.20
O -7.44 6.90 0.54
S 3.40 5.95 -3.14
H 7.61 0.19 -0.32
I 4.31 1.45 1.76
H 0.53 -2.73 2.12
C 1.47 4.32 0.79
H 11.32 8.06 0.41
H 3.70 10.52 -0.74
H -1.47 -3.12 0.25
C -8.53 7.04 -1.87
H 9.77 6.41 -0.66
H -3.16 -3.58 -1.97
C -6.99 4.96 -1.21
H 1.90 1.40 3.94
H 2.64 6.41 -5.36
O -4.90 -1.46 1.68
S 3.76 8.86 0.98
B 2.24 2.02 1.84
H -4.38 -7.24 -2.26
S -2.57 -5.85 -1.57
O 4.17 6.76 -2.16
S 8.96 8.48 0.24
O -5.11 4.13 2.50
H 7.04 -3.56 2.20
H -8.97 6.42 -2.65
H -4.40 -4.41 -0.99
H 4.05 4.33 -4.76
H -6.61 4.27 -0.45
H -2.32 -8.26 -6.54
H 3.64 4.42 1.15
H -6.86 -0.09 3.21
C -1.63 -0.20 1.65
O 9.11 -1.64 1.41
H -5.43 6.75 1.46
C -3.73 -4.50 -1.85
H -3.13 -15.09 -0.72
H -2.93 -2.35 0.89
C -4.40 6.42 1.39
C 0.14 -1.72 2.10
H -7.61 7.50 -2.23
H -7.48 4.40 -2.00
H -2.35 -12.89 -1.83
H 4.04 7.43 -4.92
C -2.51 -14.91 0.16
H 2.89 5.92 0.67
C 3.58 10.53 0.34
H -5.21 -1.81 5.22
S 7.65 -1.39 1.44
O -1.94 -5.61 -0.24
H -3.30 -8.06 -1.11
H 5.76 -2.84 1.19
C -0.84 0.82 2.13
C -3.81 -7.13 -1.34
H 5.80 7.67 0.80
H 2.42 7.80 -4.27
O -3.43 -6.85 -4.35
H 7.54 -1.47 -0.95
H 6.09 9.42 0.91
C 0.42 0.56 2.57
H -1.42 -9.95 2.13
S -4.07 5.18 2.64
C -3.20 -8.77 -6.16
H 8.88 6.17 0.88
H 0.53 2.41 0.51
Br -0.10 4.78 1.88
H -4.22 5.97 0.41
H 0.73 2.58 3.34
H -3.75 -9.24 -6.98
C 10.56 8.47 1.07
C 0.94 -0.71 2.56
H 2.65 5.28 2.33
C -4.51 6.20 4.04
C 7.17 -0.79 -0.18
H -2.62 0.01 1.28
C -1.70 -12.64 -0.98
H -5.00 -7.04 -7.55
Br 2.40 2.44 -1.12
C 5.47 8.65 0.47
H -5.11 -5.66 -6.44
H 1.60 -9.38 -0.13
H 0.12 -10.57 1.50
H -2.94 -15.44 1.01
*
```

Here are the Mulliken charges for atoms 1 to 99, given in e:
1 H 0.356
2 H 0.324
3 O -0.648
4 H 0.325
5 C -1.128
6 O -0.614
7 C -1.089
8 H 0.335
9 C -0.859
10 H 0.267
11 C 0.578
12 H 0.448
13 H 0.340
14 H 0.244
15 H 0.281
16 H 0.384
17 C -1.060
18 C -1.554
19 O -0.687
20 H 0.321
21 H 0.018
22 S 0.462
23 C -0.978
24 C -0.381
25 S 0.695
26 H 0.365
27 C -1.122
28 H 0.320
29 H 0.458
30 C -0.991
31 H 0.300
32 H 0.303
33 S 0.515
34 H 0.381
35 H 0.426
36 H 0.503
37 H 0.340
38 H 0.312
39 H 0.261
40 C -1.008
41 H 0.311
42 H 0.297
43 C -0.889
44 H 0.313
45 S 0.480
46 C -1.065
47 H 0.363
48 H 0.399
49 H 0.328
50 S 0.759
51 H 0.289
52 H 0.417
53 H 0.303
54 C -0.773
55 O -0.701
56 H 0.343
57 H 0.521
58 O -0.604
59 S 0.605
60 H 0.285
61 I -0.060
62 H 0.442
63 C -0.206
64 H 0.336
65 H 0.322
66 H 0.432
67 C -0.949
68 H 0.414
69 H 0.328
70 C -0.851
71 H 0.490
72 H 0.398
73 O -0.651
74 S 0.661
75 B -0.099
76 H 0.304
77 S 0.475
78 O -0.529
79 S 0.659
80 O -0.646
81 H 0.312
82 H 0.364
83 H 0.294
84 H 0.390
85 H 0.260
86 H 0.327
87 H 0.090
88 H 0.336
89 C -0.815
90 O -0.651
91 H 0.259
92 C -0.948
93 H 0.347
94 H 0.262
95 C -0.824
96 C -0.815
97 H 0.302
98 H 0.396
99 H 0.381

---

C33H82N6O | the ωB97M-V functional and the def2-TZVPD basis

**HOMO**: -7.6741 eV
**SMILES**: CCN(CC)CC.CCN(CC)CC.CCN(CC)CC.CCN(CC)CC.CCN(CC)CC.CNC(C)=O
**LUMO**: 0.02588 hartree
**Kohn-Sham gap**: 8.38 eV
**Max |F|**: 2.23 eV/A

Structure (ORCA input):
```
! RIJCOSX wB97M-V def2-TZVPD def2/J DEFGRID3
* xyz 0 1
N 0.81 3.95 5.56
H -1.14 -1.11 -5.78
H -0.50 -3.08 -3.97
H 2.48 5.08 5.24
C 0.89 -4.96 4.88
H 1.40 3.49 2.69
H -1.83 2.17 -6.99
H 1.43 -2.98 0.99
C -1.41 4.75 -0.33
H 0.90 1.53 0.26
C 0.92 2.77 3.36
H 1.17 -5.98 -2.35
N -1.07 1.00 -5.36
H 3.90 -1.90 4.82
H 1.14 -0.68 -5.50
H 2.43 3.01 4.80
H -3.13 -4.04 -2.79
H -0.14 2.24 -6.84
H -0.54 -7.86 -2.67
C 0.57 -3.01 0.32
C -0.79 -0.16 -6.20
C 1.38 4.62 -1.28
H 0.91 -1.07 -7.22
H 1.21 0.61 -6.67
C -0.11 -4.89 3.72
C 1.42 5.26 5.46
H 3.79 -3.78 5.95
H -0.60 4.63 0.39
C 1.03 -0.60 0.28
H -1.41 -0.03 -3.07
C 4.03 -5.78 5.13
H -0.84 -4.08 3.85
O 1.78 -0.63 1.24
N 2.14 -4.29 4.60
H -0.04 -1.62 -1.13
H 1.41 -2.39 5.16
H -2.36 3.28 -1.66
H -1.30 -0.10 -7.17
C 1.97 -2.85 4.33
H -1.19 4.30 -6.27
H -0.92 2.92 6.02
H 4.45 -5.47 4.17
H -1.11 7.84 -2.82
H -0.60 6.66 -4.00
H 3.48 -6.71 5.04
H 0.78 -3.68 -0.52
C -2.35 -0.21 -3.62
H 1.10 -6.01 5.05
H -0.08 3.64 -2.50
H 1.48 5.72 6.45
N -0.93 5.35 -1.56
C 0.71 -0.34 -6.44
H 0.88 5.80 3.35
H 1.10 1.78 2.91
H -2.82 -3.52 -1.17
H -0.74 -7.95 -0.98
H 3.08 -1.16 3.50
H -0.26 4.94 7.57
H 1.16 0.80 -1.28
H 1.29 -2.81 3.47
H 0.37 -4.63 2.77
H -2.53 -6.47 -1.96
H -0.14 2.99 3.29
C -2.35 0.91 -4.68
N 0.44 -1.70 -0.25
C 3.23 -2.13 3.98
H 1.60 5.63 -0.93
H 4.88 -5.93 5.80
H -1.92 4.49 7.49
H 1.45 7.11 4.30
H -2.11 5.37 0.25
H -3.23 -0.13 -2.99
H 0.52 5.15 -3.11
C -1.04 2.19 -6.22
C -0.02 -4.03 -4.21
C -0.77 -5.25 -3.65
H -0.67 -5.81 3.52
H 3.85 -2.64 3.24
H 2.27 4.30 -1.82
H -0.01 -4.14 -5.31
C -2.10 3.39 -0.61
H -0.65 3.71 -4.63
H -1.40 5.86 6.53
H 0.54 -5.91 -0.65
H -1.11 4.27 4.82
H -3.22 0.79 -5.35
H -2.33 3.55 -5.24
H 1.04 -4.09 -3.94
H -2.32 5.02 -3.11
H -2.28 -1.23 -4.00
C -3.04 -4.42 -1.77
H 1.31 3.84 -0.51
H -0.43 -6.19 -4.10
H 0.89 -8.19 -1.60
C -1.11 4.87 6.88
H 2.69 -4.94 6.53
N -0.76 -5.21 -2.18
C -0.64 3.93 5.75
H -4.07 -4.69 -1.51
C 3.16 -4.59 5.59
H -0.30 -3.42 0.84
H -1.89 -5.77 -0.54
C 0.87 6.18 4.37
C -1.43 6.94 -3.35
H -0.45 0.72 -0.69
C 1.35 2.82 4.84
C 0.31 -6.09 -1.70
H -2.83 6.18 -1.87
H -1.40 2.58 -0.37
C -1.97 5.84 -2.45
C 0.18 4.68 -2.19
H 1.13 1.85 5.29
H -0.14 6.48 4.66
C -2.05 -5.55 -1.60
C -1.27 3.52 -5.51
H -2.54 1.81 -4.10
C 0.58 0.70 -0.36
H -2.99 3.20 -0.01
C -0.02 -7.61 -1.73
H -1.78 -5.18 -4.06
H -2.19 7.27 -4.07
H 0.41 -4.62 5.81
*
```

Here are the Mulliken charges for atoms 1 to 99, given in e:
1 N 0.206
2 H 0.325
3 H -0.037
4 H 0.367
5 C -0.665
6 H 0.193
7 H 0.380
8 H 0.286
9 C -0.714
10 H 0.006
11 C -0.352
12 H 0.391
13 N 0.449
14 H 0.426
15 H 0.240
16 H 0.289
17 H 0.233
18 H 0.417
19 H 0.317
20 C -0.783
21 C -0.431
22 C -1.605
23 H 0.372
24 H 0.358
25 C -0.997
26 C -0.719
27 H 0.435
28 H 0.232
29 C 0.300
30 H 0.271
31 C -1.197
32 H 0.327
33 O -0.599
34 N 0.330
35 H 0.128
36 H 0.249
37 H 0.006
38 H 0.311
39 C -0.230
40 H 0.445
41 H 0.412
42 H 0.273
43 H 0.364
44 H 0.279
45 H 0.274
46 H 0.222
47 C -1.297
48 H 0.371
49 H -0.127
50 H 0.357
51 N 0.180
52 C -1.233
53 H 0.076
54 H 0.147
55 H 0.237
56 H 0.310
57 H 0.321
58 H 0.319
59 H 0.348
60 H 0.097
61 H 0.050
62 H 0.289
63 H 0.280
64 C -0.281
65 N 0.019
66 C -1.310
67 H 0.351
68 H 0.398
69 H 0.383
70 H 0.404
71 H 0.370
72 H 0.497
73 H 0.418
74 C -0.740
75 C -0.846
76 C -0.910
77 H 0.447
78 H 0.274
79 H 0.481
80 H 0.488
81 C -0.167
82 H 0.220
83 H 0.269
84 H 0.258
85 H 0.292
86 H 0.187
87 H 0.312
88 H 0.282
89 H -0.082
90 H 0.239
91 C -1.174
92 H 0.148
93 H 0.324
94 H 0.414
95 C -1.286
96 H 0.327
97 N 0.755
98 C -0.359
99 H 0.445

---

C33H82O24S5 | the ωB97M-V functional and the def2-TZVPD basis

**HOMO**: -7.8962 eV
**LUMO**: -0.00549 hartree
**Kohn-Sham gap**: 7.75 eV
**Max |F|**: 12.79 eV/A

Structure (ORCA input):
```
! RIJCOSX wB97M-V def2-TZVPD def2/J DEFGRID3
* xyz 0 1
C -6.04 -1.39 -2.19
C 4.56 -4.10 -0.02
H -0.64 -0.39 1.27
H 0.31 0.42 -0.06
H 1.59 10.08 0.40
C -0.11 -6.13 -4.07
H 4.92 0.57 -1.00
C 3.39 -3.44 -0.74
H 2.91 -2.65 -0.15
C -0.17 -0.48 0.29
H -3.87 0.97 0.39
S -1.48 -1.07 -0.80
C 2.17 4.38 -1.14
C -4.91 -2.97 1.79
C -1.16 1.76 5.84
H 2.95 -1.39 3.68
H -2.65 2.91 1.39
H -5.14 -2.95 0.73
H 0.91 9.57 1.92
H -0.16 9.76 0.52
H -0.82 7.50 -0.26
H -3.43 2.30 -5.51
C -3.70 1.47 -4.86
H 5.24 -3.30 0.29
O 1.81 5.74 -1.19
H 1.05 0.53 1.90
C 1.17 -3.88 -1.44
C 3.61 4.20 -1.64
H -1.24 -5.10 2.81
O 2.60 -0.71 1.76
O -2.68 -1.40 -0.06
O 2.80 -0.30 -3.45
C 3.91 0.26 -1.29
H 3.80 -2.92 -1.61
O -1.74 0.32 -1.60
O -0.42 3.67 1.95
H 6.61 -6.50 -0.92
H 3.62 -2.40 2.24
H -1.50 -3.61 4.56
H -1.16 -0.29 6.36
C -2.13 -4.24 1.05
H 2.22 1.82 1.74
O -5.77 0.50 -3.56
H 3.59 1.58 -3.08
O -1.22 1.46 1.19
H -5.59 -2.02 -1.42
H -2.24 -3.26 1.49
H 4.57 -0.29 1.42
C 6.21 -5.76 -0.23
H 0.64 5.58 0.45
H -1.40 3.49 -0.46
H 3.83 -0.80 -1.05
C -2.47 1.90 1.76
H 3.93 3.38 -4.31
H -4.21 -0.72 -3.01
H 6.99 -5.11 0.16
H 1.32 1.08 -3.22
H -0.78 2.18 6.77
H -3.96 0.59 -5.43
O 5.17 -5.04 -0.84
C -1.54 -2.60 4.97
H 4.22 4.61 -0.83
O -6.12 2.54 -4.78
O 0.77 -5.31 -3.33
H -6.24 -2.02 -3.06
C -1.01 -5.00 1.75
H -0.79 -5.39 -4.52
O 0.49 2.67 -0.18
H -2.24 1.85 5.93
H -0.74 -6.82 -3.51
H 0.77 -0.48 -3.76
C -1.28 2.61 -1.10
H 3.58 4.94 -4.82
C -0.70 0.35 5.61
H 1.32 -3.00 -2.05
S 0.00 2.54 1.16
H 4.25 2.12 0.87
O 3.97 4.83 -2.84
H 3.94 0.48 2.78
O -0.90 -1.94 -1.80
O 2.49 -4.41 -1.19
S -5.15 1.96 -3.89
H 4.66 0.21 -3.27
C -2.18 1.43 -0.80
O -1.40 -1.70 2.48
H 4.18 -4.61 0.89
H -4.45 1.05 2.04
H -4.10 -2.29 2.04
C 0.26 7.46 -0.46
S -0.74 -1.51 3.76
O 3.02 1.06 -0.51
H 0.35 -5.83 -1.31
H -4.89 0.35 -1.67
H -2.58 -2.28 5.01
H 2.61 2.03 1.18
H -3.25 -0.14 1.56
H 1.14 1.85 3.16
H 3.87 3.14 -1.64
C -3.55 0.90 1.43
O -5.48 -5.51 2.13
H -1.04 -6.04 1.41
H 0.38 0.26 5.73
H -0.28 2.29 -0.82
O -1.18 -0.03 4.31
C 3.38 4.27 -3.98
C 1.47 0.00 -3.08
H 0.40 -6.62 -4.89
C 2.83 -1.79 2.68
H -0.21 5.35 -0.98
C 1.22 1.59 2.11
H -3.22 1.70 -1.02
O -3.56 -4.53 3.45
H 2.04 4.00 -0.12
H -5.81 -2.79 2.37
H 0.57 -1.28 0.33
H -1.20 2.90 -2.15
H 1.91 -2.36 2.55
H -0.81 2.45 5.06
H -2.41 2.01 2.84
H 0.78 -3.59 -0.45
H -2.89 1.25 -4.16
H 5.79 -6.39 0.57
O 1.00 8.07 0.58
C 3.42 1.40 0.79
H -0.99 -2.50 5.90
H -1.72 -4.07 0.05
O 0.69 -1.62 3.89
H 1.52 3.81 -1.82
S -4.36 -4.62 2.26
H -0.69 -4.58 -2.07
H 0.42 7.97 -1.41
H 1.21 -0.31 -2.07
O -4.67 2.69 -2.74
O -3.35 -4.98 1.07
C -5.08 -0.26 -2.55
C 0.57 6.00 -0.57
C 3.75 0.55 -2.78
H -6.99 -1.05 -1.79
C 3.65 0.23 1.75
H -2.16 1.19 0.26
H 2.31 4.07 -3.89
C 0.32 -5.00 -2.03
H -0.02 -4.56 1.67
C 0.83 9.43 0.84
*
```

Here are the Mulliken charges for atoms 1 to 99, given in e:
1 C -1.406
2 C -1.026
3 H 0.763
4 H -0.540
5 H 0.262
6 C -0.838
7 H 0.717
8 C 0.979
9 H -0.671
10 C 0.773
11 H 0.254
12 S 1.002
13 C 1.223
14 C -0.212
15 C -1.332
16 H 0.393
17 H 0.577
18 H -0.078
19 H 0.225
20 H 0.329
21 H 0.406
22 H 0.404
23 C -0.689
24 H 0.431
25 O -0.483
26 H -0.171
27 C 0.977
28 C -0.640
29 H 0.381
30 O 1.090
31 O -0.372
32 O -0.493
33 C -0.318
34 H 0.350
35 O -0.254
36 O -0.776
37 H 0.281
38 H 0.149
39 H 0.238
40 H 0.297
41 C 2.366
42 H -0.140
43 O -0.455
44 H -0.342
45 O 1.890
46 H 0.134
47 H -0.964
48 H 0.429
49 C -0.834
50 H 0.087
51 H 0.470
52 H -0.747
53 C -0.527
54 H 0.267
55 H 0.254
56 H 0.312
57 H 0.323
58 H 0.419
59 H 0.325
60 O -0.349
61 C -1.166
62 H 0.451
63 O -0.655
64 O -0.397
65 H 0.396
66 C -1.522
67 H 0.291
68 O 0.245
69 H 0.356
70 H 0.334
71 H 0.421
72 C -1.846
73 H 0.285
74 C -0.185
75 H 0.102
76 S 1.042
77 H 0.561
78 O -0.463
79 H 0.464
80 O -0.636
81 O -0.488
82 S 1.152
83 H 0.451
84 C 0.384
85 O -1.035
86 H 0.461
87 H 0.582
88 H -0.151
89 C -0.859
90 S 1.302
91 O 1.003
92 H 0.404
93 H -0.273
94 H 0.339
95 H 0.174
96 H 0.022
97 H 0.288
98 H 0.023
99 C -1.322